No. 1
The following is a quantum chemistry calculation of C16H21F2N3O3 in the gas phase, from OMol25.

## Properties
2S+1 ... 1
SMILES string ... CCOC(=O)N1CCN(CCC(=O)Nc2ccc(F)c(F)c2)CC1
Energy ... -32981.42347 eV
Largest force on an atom ... 0.0117 hartree/bohr
Energy relative to the best compared isomer or geometry (same formula, charge and spin) ... 2.9 kcal per mole

```
45
Properties=species:S:1:pos:R:3:lowdin_charge:R:1
F -3.73117 -3.66304 -3.58239 0.08
F -1.27291 -4.06857 -2.41758 0.08
O 1.19031 -1.13902 0.11534 0.06
O -3.47583 1.31133 0.56111 0.08
O 1.87716 0.47872 -1.31150 0.00
N 0.86828 1.98543 2.38010 -0.16
N -1.88606 -0.31591 0.39894 0.14
N 2.49225 0.56277 0.84454 -0.04
C 1.21357 -0.18508 -2.38916 -0.20
C 1.80413 -0.11315 -0.10404 -0.56
C -1.60478 -2.20811 -1.02016 0.05
C 2.03887 2.70493 1.92061 -0.16
C 2.45494 0.06580 2.20428 -0.11
C 1.26933 0.70820 2.95635 -0.14
C -3.64164 -0.93184 -1.19972 0.00
C -2.39761 -1.13646 -0.60610 -0.21
C -2.05373 -3.04837 -2.01822 -0.20
C -4.08310 -1.78418 -2.19410 0.01
C 2.77389 1.98243 0.75884 -0.10
C -1.54068 1.47597 1.97243 -0.07
C -2.41816 0.83719 0.90569 -0.46
C -0.19967 1.94382 1.38879 -0.17
C -3.29422 -2.84196 -2.60830 -0.22
C 1.97236 -1.41301 -2.86766 -0.05
H 2.98286 -1.14142 -3.16324 0.08
H -1.38311 0.74575 2.76659 0.11
H 1.15433 0.57188 -3.17386 0.13
H 0.42372 0.02271 2.94975 0.10
H 3.40799 0.32482 2.67209 0.13
H -0.97284 -0.60843 0.72999 0.12
H 1.74125 3.70613 1.60499 0.12
H 2.70649 2.80551 2.78013 0.12
H -0.63517 -2.38336 -0.57877 0.11
H 0.04865 1.31660 0.52177 0.10
H 3.85452 2.14543 0.83010 0.12
H -0.31937 2.96439 1.01640 0.13
H -2.08186 2.31906 2.39977 0.12
H 1.45494 -1.84612 -3.71859 0.08
H 2.35621 -1.01911 2.17297 0.12
H 1.54881 0.88561 4.00055 0.12
H -4.25445 -0.10605 -0.88127 0.10
H -5.04423 -1.63643 -2.65947 0.12
H 2.43150 2.34403 -0.20984 0.12
H 0.20225 -0.46464 -2.07379 0.11
H 2.02195 -2.15426 -2.07435 0.07
```


No. 2
The following is a quantum chemistry calculation of C16H21F4N2O18Tl as an isolated structure in a non-equilibrium geometry, from OMol25.

## Properties
2S+1 ... 1
Energy ... -72302.85668 eV
Total charge ... +2
Largest force on an atom ... 0.0474 hartree/bohr

```
62
Properties=species:S:1:pos:R:3:lowdin_charge:R:1
Tl -1.53581 4.14656 -3.08378 1.13
F -3.74827 0.08510 0.68242 0.04
F 0.05102 2.39755 2.89178 0.04
F -0.72070 -3.50231 -4.87713 0.10
F 3.66406 -2.38182 0.44010 0.05
O -0.64931 -0.63241 -5.04005 0.14
O 4.30308 1.39132 3.29483 0.23
O 1.52927 -0.36561 -4.71672 0.23
O -0.90128 2.58800 -0.62724 0.07
O 2.22266 2.17144 3.56579 0.17
O 1.66103 -2.95182 2.63112 0.11
O -2.78812 -2.73151 -0.08519 0.08
O 0.23076 -1.27314 2.50932 0.16
O 2.40132 -1.09837 1.74615 0.10
O 0.43324 -2.03831 -3.67392 0.16
O 5.23289 0.08712 -0.37030 0.17
O -4.95388 4.49780 1.63174 0.17
O -3.84067 4.16761 -0.16711 0.05
O 4.97656 -1.36065 -1.93569 0.18
O -0.95666 1.31935 -2.33239 0.10
O -3.75115 -2.59949 -2.07435 0.17
O -4.75881 -1.75304 -0.22865 0.16
O 3.16019 2.19815 1.52256 0.07
N 4.62168 -0.40790 -1.27912 -0.43
N -3.97599 4.09343 1.04941 -0.41
C -1.65497 -1.42974 -4.41837 -0.02
C -0.86233 -2.59756 -3.86884 -0.26
C -3.80518 -2.42007 -0.88692 -0.56
C -2.99307 -2.07881 1.17954 -0.03
C -4.20064 -1.18590 0.95183 -0.23
C 3.32104 1.86287 2.84334 -0.53
C 1.33617 2.89002 2.75726 -0.27
C -2.99744 3.32789 1.85639 0.06
C -0.84088 1.42228 -1.08973 -0.63
C 3.51898 -1.96110 1.74612 -0.25
C 3.05457 -3.11678 2.65895 -0.02
C 1.32574 -1.72305 2.32398 -0.54
C 3.30632 0.15593 -1.60776 0.07
C 1.80540 2.57115 1.34867 -0.07
C 0.50383 -0.95189 -4.48037 -0.53
C -0.63803 0.24112 -0.20064 0.05
H 4.45997 -1.53865 2.09468 0.18
H -4.92720 -1.17577 1.76095 0.18
H -1.31552 -3.07806 -3.00349 0.17
H -1.98111 3.59222 1.57534 0.08
H -2.43767 -1.74590 -5.10412 0.17
H -2.06571 -0.79940 -3.61618 0.14
H 3.36890 -2.99152 3.69795 0.16
H 3.22475 1.18541 -1.26861 0.11
H -1.25498 -0.54764 -0.66385 0.11
H -3.11387 -2.87371 1.91729 0.16
H 0.34260 -0.22315 -0.14194 0.09
H 2.63163 -0.38371 -0.93545 0.08
H 1.27520 3.93947 3.05071 0.18
H 3.04350 -0.09266 -2.63312 0.10
H -2.05771 -1.58414 1.43190 0.11
H 1.22613 1.74288 0.93880 0.11
H -3.22117 2.28411 1.63707 0.09
H -3.19570 3.48086 2.91298 0.12
H 3.37053 -4.09414 2.30102 0.16
H 1.66996 3.43891 0.70067 0.14
H -1.12915 0.41119 0.76035 0.10
```


No. 3
The following is a quantum chemistry calculation of an isolated ion of composition C16H21FN2O and charge +2, from OMol25.

## Properties
2S+1 ... 1
Energy ... -24661.01375 eV
Total charge ... +2
Largest force on an atom ... 0.0111 hartree/bohr

```
41
Properties=species:S:1:pos:R:3:lowdin_charge:R:1
F -7.00661 0.02518 0.70917 0.05
O 2.98506 -1.72092 -0.81690 -0.02
N -4.82967 0.72058 0.52275 0.04
N 1.73930 -1.25777 -0.53850 -0.07
C 4.06155 -1.04247 -0.06158 -0.13
C -6.25852 1.17259 0.75319 -0.29
C -3.84485 1.63101 0.60539 0.03
C 5.26524 -0.95057 -0.96500 -0.18
C -2.54034 1.26689 0.40067 0.06
C 6.48664 0.64845 0.67369 -0.09
C 1.13489 -0.52342 -1.47861 0.07
C -2.23524 -0.06540 0.11143 -0.13
C -3.27326 -0.98705 0.03933 0.07
C 6.52914 -0.64371 -0.16009 -0.24
C -0.14635 -1.24370 0.83847 0.07
C 1.14391 -1.63199 0.60006 0.07
C -6.70673 2.14736 -0.29556 0.02
C -4.56785 -0.56710 0.24956 0.05
C -0.82003 -0.47976 -0.11260 -0.13
C -0.15937 -0.11791 -1.28275 0.06
H -4.12646 2.64731 0.84028 0.16
H 1.72617 -2.24324 1.27346 0.17
H -6.21323 3.11142 -0.18024 0.10
H -6.51331 1.76575 -1.29680 0.11
H 5.39770 -1.90096 -1.48268 0.13
H -0.61879 -1.55024 1.76052 0.15
H 5.55254 1.20190 0.56741 0.06
H -7.77598 2.30378 -0.17589 0.11
H 6.62707 0.45363 1.73464 0.08
H 5.10387 -0.18876 -1.73054 0.13
H 7.27657 1.33189 0.37172 0.08
H 3.70236 -0.05924 0.24056 0.13
H -3.09259 -2.02827 -0.18505 0.15
H 4.27380 -1.64731 0.81993 0.14
H 6.73832 -1.50012 0.48244 0.11
H 1.71607 -0.30281 -2.36122 0.17
H -6.28823 1.57683 1.76568 0.18
H -1.76052 2.01053 0.47549 0.15
H -0.63965 0.46670 -2.05340 0.15
H -5.40266 -1.24515 0.20133 0.16
H 7.36005 -0.58393 -0.85977 0.11
```


no.,gap between HOMO and LUMO (eV)
1,9.1
2,2.2
3,8.5